The following is a quantum chemistry calculation of C10H26ClINO3P2Ti as an isolated structure in a non-equilibrium geometry, from the Open Molecules 2025 dataset.

Its net charge is +2. The value obtained for the HOMO energy (spin up / spin down) is -14.32 / -14.32 eV. The value obtained for the LUMO energy (spin up / spin down) is -6.52 / -6.58 eV. As for the multiplicity: 2.

The geometry in XYZ format:
```
45
C10H26ClINO3P2Ti (ωB97M-V with the def2-TZVPD basis set)
C 0.13702 -1.32345 -4.23962
C 0.01712 -1.13448 -2.78370
H 0.03887 -0.37522 -4.77768
H -0.64618 -2.01486 -4.57596
H 1.11451 -1.77280 -4.47290
O -0.02451 0.01293 -2.26746
I -0.08886 3.49403 -0.65682
Ti 0.03374 0.96730 -0.56506
P 2.58569 0.68886 -0.83742
C 3.63454 1.75065 0.18816
C 3.08868 -0.99748 -0.38513
H 4.10660 -1.18223 -0.75508
H 4.36412 0.83346 -2.44505
H 2.39970 -1.73289 -0.82050
H 2.90590 0.07446 -3.16948
H 3.52741 1.46931 1.24308
H 3.07384 -1.10718 0.70643
C 3.26769 0.87366 -2.50872
H 4.68316 1.63895 -0.12005
H 2.95558 1.84271 -2.91830
H 3.32015 2.79408 0.06820
P -2.53177 0.92376 -0.65002
C -3.53361 1.98352 0.42824
C -3.12660 1.30432 -2.32065
H -2.62063 -1.47857 -0.95548
H -4.23830 -0.76541 -0.61737
H -3.05212 -1.00973 0.70793
C -3.17224 -0.74622 -0.35116
H -2.95113 0.45070 -2.98701
H -4.20114 1.52528 -2.26617
H -4.59797 1.79178 0.22953
H -3.29591 3.03615 0.23391
H -2.58376 2.17651 -2.70311
H -3.30886 1.76068 1.47931
Cl -0.08140 -2.55555 -1.88295
N 0.41321 0.44295 3.96580
C -0.05819 -0.65063 3.04066
C 0.05014 -0.08821 1.67252
O -0.11332 -0.78108 0.60180
O 0.31526 1.14596 1.55992
H 1.41560 0.64238 3.81497
H 0.29976 0.18564 4.95275
H -0.10268 1.32319 3.79390
H 0.56384 -1.54175 3.16745
H -1.09266 -0.90461 3.29065
```

The following is a quantum chemistry calculation of C4H11NOTl as an isolated structure in a non-equilibrium geometry, from the Open Molecules 2025 dataset.

Its net charge is +3. The value obtained for the HOMO energy is -23.05 eV. The value obtained for the LUMO energy is -18.31 eV. As for the multiplicity: 1.

The geometry in XYZ format:
```
18
C4H11NOTl (ωB97M-V with the def2-TZVPD basis set)
Tl -0.91264 2.07819 5.45912
C 0.21749 0.99549 -2.07267
C -0.38718 0.65773 -0.76917
C 0.27431 -0.63100 -0.18169
O -0.23363 -0.99440 1.10898
C 0.02722 -2.36226 1.45721
N -0.18971 1.79984 0.08985
H 0.03695 0.23812 -2.83548
H 1.30460 1.06388 -2.11290
H -0.13187 1.96941 -2.41551
H -1.46749 0.61600 -0.90801
H 1.36211 -0.56528 -0.16000
H 0.11190 -1.40895 -0.92769
H -0.21824 -2.62824 2.48537
H 1.09851 -2.53433 1.35311
H -0.46444 -3.06463 0.78411
H 0.55731 2.37075 -0.27911
H -0.98528 2.39968 -0.07555
```

The following is a quantum chemistry calculation of C4H5ErO2 as an isolated structure in a non-equilibrium geometry, from the Open Molecules 2025 dataset.

The value obtained for the HOMO energy (spin up / spin down) is -7.01 / -7.29 eV. The value obtained for the LUMO energy (spin up / spin down) is -0.53 / -0.92 eV. As for the multiplicity: 4.

The geometry in XYZ format:
```
12
C4H5ErO2 (ωB97M-V with the def2-TZVPD basis set)
O 2.59601 -1.74680 -0.02362
C 1.33992 -1.87599 0.61573
H 1.37733 -1.54395 1.67626
H 0.99110 -2.91782 0.45133
C 0.47161 -0.87521 -0.16584
C -0.88291 -0.76923 0.50507
C -2.03505 -1.04368 -0.06939
O -3.06253 -1.18547 -0.62148
Er 0.70031 2.08336 -0.44647
H 0.30013 -1.24080 -1.19449
H -0.96627 -0.44630 1.55044
H 2.17075 -0.92508 -0.74334
```